--- a ---
Density functional theory data (wB97M-V/def2-TZVPD) for an isolated molecule of C4H6ClF.

Each line ends with the natural charge from an NBO analysis.
Atoms and positions in Å:
C (-1.245, -0.168, 0.819)  -0.39
C (-0.471, 0.978, 0.201)  -0.16
C (0.709, 0.776, -0.308)  -0.24
C (1.271, -0.557, -0.701)  0.00
H (-0.656, -1.084, 0.940)  0.25
H (-1.656, 0.136, 1.850)  0.23
H (-0.914, 2.018, 0.277)  0.22
H (1.287, 1.616, -0.599)  0.21
H (2.316, -0.457, -1.249)  0.19
H (0.520, -1.166, -1.320)  0.20
F (1.412, -1.406, 0.472)  -0.40
Cl (-2.572, -0.686, -0.384)  -0.11

Summary:
Molecular weight in u: 108.54
SMILES string: FC/C=C\CCl
Lowest unoccupied orbital energy in eV: 0.6
Gap between HOMO and LUMO in eV: 10.9
HOMO in eV: -10.3

--- b ---
Density functional theory data (wB97M-V/def2-TZVPD) for an isolated molecule of C4H6ClF.

Each line ends with the natural charge from an NBO analysis.
Atoms and positions in Å:
C (0.254, 0.293, -1.693)  -0.67
C (-0.395, 0.745, -0.442)  0.37
C (-0.369, 0.251, 0.804)  -0.08
C (0.229, -0.971, 1.288)  -0.65
H (0.484, -0.763, -1.511)  0.22
H (1.194, 0.819, -1.894)  0.23
H (-0.431, 0.355, -2.514)  0.24
H (1.027, -0.604, 1.919)  0.23
H (0.565, -1.616, 0.479)  0.22
H (-0.425, -1.556, 1.988)  0.23
F (-1.067, 1.928, -0.593)  -0.34
Cl (-1.065, 1.118, 2.169)  -0.01

Summary:
Molecular weight in u: 108.54
SMILES string: C/C(F)=C(\C)Cl
Lowest unoccupied orbital energy in eV: 0.9
Gap between HOMO and LUMO in eV: 10.0
HOMO in eV: -9.1

--- c ---
Density functional theory data (wB97M-V/def2-TZVPD) for an isolated molecule of C4H6ClF.

Each line ends with the natural charge from an NBO analysis.
Atoms and positions in Å:
C (0.900, 0.465, -0.082)  0.38
C (-0.017, -0.074, 1.028)  -0.44
C (-1.164, -0.041, -0.059)  -0.40
C (-0.020, -0.274, -1.041)  -0.44
H (0.292, -1.044, 1.379)  0.22
H (-0.130, 0.509, 1.983)  0.22
H (-1.526, 0.991, -0.023)  0.21
H (-1.922, -0.762, 0.014)  0.21
H (-0.119, -0.075, -2.082)  0.22
H (0.234, -1.383, -0.934)  0.22
F (0.867, 1.810, -0.161)  -0.33
Cl (2.605, -0.121, -0.021)  -0.08

Summary:
Molecular weight in u: 108.54
SMILES string: FC1(Cl)CCC1
Lowest unoccupied orbital energy in eV: 1.0
Gap between HOMO and LUMO in eV: 11.7
HOMO in eV: -10.7

Relative energies, kcal/mol: a 15.6; b 0.0; c 6.0.

--- a ---
Density functional theory data (wB97M-V/def2-TZVPD) for a cluster of 3 separate species, C5H12O3 in total.

Each line ends with the natural charge from an NBO analysis.
Atoms and positions in Å:
O (0.769, -2.737, -0.627)  -0.55
C (1.566, -2.005, -0.109)  0.47
C (1.391, -0.502, -0.076)  -0.52
C (0.218, -0.083, 0.854)  -0.46
C (-0.802, 0.830, 0.263)  -0.15
C (-1.706, 1.488, 1.021)  -0.42
H (2.528, -2.428, 0.366)  0.11
H (2.320, -0.043, 0.239)  0.23
H (1.285, -0.289, -1.201)  0.24
H (-0.475, -0.875, 1.170)  0.24
H (0.562, 0.345, 1.883)  0.23
H (-0.682, 0.875, -0.789)  0.20
H (-2.420, 2.205, 0.731)  0.20
H (-1.829, 1.361, 2.086)  0.19
H (0.364, 3.983, 0.029)  0.47
H (1.013, 5.391, -0.113)  0.47
O (1.192, 4.421, -0.172)  -0.95
H (-1.562, -2.614, -0.491)  0.48
H (-2.046, -2.155, -1.854)  0.47
O (-2.343, -2.200, -0.924)  -0.95

Summary:
Molecular weight in u: 120.15
SMILES string: C=CCCC=O.O.O
Lowest unoccupied orbital energy in eV: 0.8
Gap between HOMO and LUMO in eV: 10.3
HOMO in eV: -9.5

--- b ---
Density functional theory data (wB97M-V/def2-TZVPD) for an isolated molecule of C5H12O3.

Each line ends with the natural charge from an NBO analysis.
Atoms and positions in Å:
C (0.349, -0.870, -0.560)  0.10
C (0.127, -0.399, 0.819)  -0.28
C (1.323, 0.866, 1.100)  -0.03
C (-1.132, -0.670, -1.527)  -0.10
C (-1.212, 0.104, 1.310)  -0.61
O (1.320, -0.313, -1.382)  -0.74
O (2.661, 0.531, 0.898)  -0.72
O (-1.120, 0.669, -2.003)  -0.74
H (0.893, 0.427, -1.856)  0.49
H (2.767, 0.278, -0.031)  0.49
H (-1.504, 1.251, -1.339)  0.47
H (0.520, -1.951, -0.550)  0.18
H (0.477, -1.184, 1.495)  0.21
H (0.992, 1.733, 0.515)  0.14
H (1.242, 1.089, 2.165)  0.17
H (-0.987, -1.307, -2.402)  0.18
H (-2.075, -0.948, -1.053)  0.17
H (-1.510, 1.021, 0.804)  0.19
H (-1.977, -0.667, 1.227)  0.21
H (-1.151, 0.342, 2.371)  0.22

Summary:
Molecular weight in u: 120.15
SMILES string: C[C@H](CO)[C@H](O)CO
Lowest unoccupied orbital energy in eV: 0.7
Gap between HOMO and LUMO in eV: 10.0
HOMO in eV: -9.3

--- c ---
Density functional theory data (wB97M-V/def2-TZVPD) for a cluster of 2 separate species, C5H12O3 in total.

Each line ends with the natural charge from an NBO analysis.
Atoms and positions in Å:
O (0.874, 1.508, -0.417)  -0.61
C (0.724, 0.478, -1.035)  0.81
O (0.303, 0.483, -2.318)  -0.68
C (0.867, -0.877, -0.468)  -0.54
C (-0.482, -1.649, -0.482)  -0.38
C (-1.662, -0.768, -0.113)  -0.43
C (-1.706, -0.288, 1.340)  -0.63
H (0.177, 1.402, -2.605)  0.50
H (1.127, -0.874, 0.589)  0.24
H (1.611, -1.542, -0.906)  0.25
H (-0.642, -2.210, -1.407)  0.21
H (-0.439, -2.541, 0.161)  0.21
H (-1.766, 0.101, -0.761)  0.20
H (-2.655, -1.201, -0.271)  0.22
H (-0.871, -0.603, 1.981)  0.22
H (-2.531, -0.707, 1.925)  0.21
H (-1.700, 0.786, 1.488)  0.22
H (1.033, 1.110, 1.818)  0.48
H (1.653, 1.751, 2.999)  0.47
O (1.272, 0.919, 2.717)  -0.95

Summary:
Molecular weight in u: 120.15
SMILES string: CCCCC(=O)O.O
Lowest unoccupied orbital energy in eV: 0.7
Gap between HOMO and LUMO in eV: 11.6
HOMO in eV: -10.8

--- d ---
Density functional theory data (wB97M-V/def2-TZVPD) for a structure of composition C5H12O3.

Each line ends with the natural charge from an NBO analysis.
Atoms and positions in Å:
C (-0.378, 0.832, -0.620)  -0.27
C (1.017, 0.679, -1.189)  -0.64
C (-1.492, 0.593, -1.610)  -0.64
C (-0.910, -0.644, 0.673)  0.64
O (-0.490, -1.794, 0.067)  -0.72
O (-2.015, -0.459, 1.125)  -0.65
H (0.438, -1.964, 0.306)  0.50
H (-0.522, 1.768, -0.072)  0.20
H (-2.465, 0.632, -1.122)  0.24
H (-1.466, 1.361, -2.392)  0.21
H (1.161, -0.331, -1.579)  0.22
H (1.800, 0.888, -0.452)  0.19
H (1.175, 1.375, -2.019)  0.23
H (-1.383, -0.382, -2.090)  0.22
C (0.608, -0.426, 2.064)  -0.21
O (1.683, -1.250, 1.684)  -0.72
H (2.390, -0.715, 1.307)  0.48
H (-0.005, -0.930, 2.804)  0.21
H (0.892, 0.581, 2.379)  0.18
H (-0.038, 0.186, 0.736)  0.32

Summary:
Molecular weight in u: 120.15
Lowest unoccupied orbital energy in eV: 0.4
Gap between HOMO and LUMO in eV: 8.2
HOMO in eV: -7.8

Relative energies, kcal/mol: a 49.6; b 46.6; c 0.0; d 107.3.

--- a ---
Density functional theory data (wB97M-V/def2-TZVPD) for an isolated molecule of C5H12O3.

Each line ends with the natural charge from an NBO analysis.
Atoms and positions in Å:
C (-0.381, -0.089, 0.058)  -0.07
C (-0.656, -1.500, -0.470)  -0.61
C (-0.698, -0.034, 1.555)  -0.62
C (-1.254, 0.900, -0.720)  -0.64
H (0.699, 1.847, 0.028)  0.49
H (-1.681, -1.793, -0.240)  0.20
H (-1.770, -0.130, 1.715)  0.21
H (-0.910, 0.976, -1.750)  0.23
H (0.009, -2.222, -0.003)  0.23
H (-0.499, -1.538, -1.546)  0.22
H (-0.361, 0.906, 1.985)  0.21
H (-0.196, -0.843, 2.079)  0.23
H (-1.237, 1.890, -0.263)  0.19
H (-2.293, 0.572, -0.703)  0.23
C (1.230, 0.174, -0.171)  0.73
O (1.939, -0.769, 0.536)  -0.72
O (1.473, 0.050, -1.530)  -0.73
O (1.576, 1.430, 0.307)  -0.72
H (2.731, -0.351, 0.897)  0.48
H (2.281, 0.526, -1.764)  0.48

Summary:
Molecular weight in u: 120.15
SMILES string: CC(C)(C)C(O)(O)O
Lowest unoccupied orbital energy in eV: 0.7
Gap between HOMO and LUMO in eV: 11.2
HOMO in eV: -10.6

--- b ---
Density functional theory data (wB97M-V/def2-TZVPD) for a cluster of 3 separate species, C5H12O3 in total.

Each line ends with the natural charge from an NBO analysis.
Atoms and positions in Å:
O (-0.210, 2.189, 0.389)  -0.57
C (-0.384, 1.197, 1.073)  0.45
C (-0.008, -0.120, 0.413)  -0.52
C (-1.354, -0.871, 0.268)  -0.43
C (-1.283, -2.233, -0.357)  -0.16
C (-0.264, -3.073, -0.289)  -0.40
H (-0.860, 1.266, 2.063)  0.14
H (0.203, 0.154, -0.612)  0.23
H (0.756, -0.722, 0.902)  0.23
H (-1.857, -0.942, 1.232)  0.21
H (-1.956, -0.251, -0.390)  0.22
H (-2.147, -2.477, -0.962)  0.20
H (-0.269, -4.067, -0.708)  0.21
H (0.489, -2.934, 0.462)  0.18
H (1.000, 2.452, -2.324)  0.46
H (-0.327, 2.403, -1.635)  0.48
O (0.066, 2.627, -2.499)  -0.95
H (2.850, 2.578, 1.169)  0.48
H (2.481, 1.179, 0.604)  0.47
O (3.073, 1.644, 1.200)  -0.94

Summary:
Molecular weight in u: 120.15
SMILES string: C=CCCC=O.O.O
Lowest unoccupied orbital energy in eV: 0.6
Gap between HOMO and LUMO in eV: 10.7
HOMO in eV: -10.2

Relative energies, kcal/mol: a 0.0; b 37.7.

--- a ---
Density functional theory data (wB97M-V/def2-TZVPD) for an isolated molecule of C8H14O.

Each line ends with the natural charge from an NBO analysis.
Atoms and positions in Å:
C (-0.264, 2.051, -1.082)  -0.61
C (0.185, 1.034, 0.031)  -0.01
C (0.984, 1.824, 1.058)  -0.63
C (-0.984, -0.001, 0.312)  -0.24
C (-0.390, -0.875, 1.424)  -0.41
C (1.013, -1.096, 0.680)  -0.42
C (0.855, -0.254, -0.565)  -0.26
C (-0.630, -0.753, -0.916)  0.09
H (-0.971, 2.737, -0.687)  0.21
H (-0.797, 1.545, -1.859)  0.20
H (0.622, 2.480, -1.577)  0.21
H (1.133, 1.198, 1.995)  0.21
H (1.985, 2.092, 0.627)  0.22
H (0.457, 2.792, 1.311)  0.21
H (-2.011, 0.413, 0.376)  0.21
H (-0.216, -0.183, 2.293)  0.20
H (-0.974, -1.788, 1.689)  0.23
H (1.916, -0.844, 1.306)  0.21
H (1.096, -2.179, 0.475)  0.23
H (1.748, -0.149, -1.195)  0.21
H (-1.034, -0.352, -1.780)  0.17
H (-1.007, -2.403, -1.945)  0.47
O (-0.821, -2.118, -0.835)  -0.70

Summary:
Molecular weight in u: 126.20
SMILES string: CC1(C)[C@@H]2CC[C@H]1[C@H]2O
Lowest unoccupied orbital energy in eV: 0.6
Gap between HOMO and LUMO in eV: 10.1
HOMO in eV: -9.6

--- b ---
Density functional theory data (wB97M-V/def2-TZVPD) for an isolated molecule of C8H14O.

Each line ends with the natural charge from an NBO analysis.
Atoms and positions in Å:
C (-0.051, 0.106, -1.303)  0.21
C (-1.426, 0.558, -1.793)  -0.11
C (0.876, -0.573, -2.293)  -0.63
C (0.115, -1.836, 0.252)  -0.64
C (0.229, -0.125, 2.583)  -0.65
C (0.000, 1.951, 1.182)  -0.65
C (0.082, -0.331, 0.118)  -0.05
C (0.127, 0.462, 1.197)  0.04
O (-0.347, 1.432, -1.645)  -0.50
H (-2.256, 0.731, -1.116)  0.18
H (-1.699, 0.300, -2.811)  0.17
H (1.893, -0.599, -1.903)  0.22
H (0.552, -1.590, -2.500)  0.22
H (0.889, -0.013, -3.223)  0.23
H (-0.475, -2.302, -0.534)  0.21
H (-0.301, -2.156, 1.200)  0.22
H (1.136, -2.214, 0.180)  0.22
H (0.417, 0.661, 3.310)  0.21
H (-0.910, 2.238, 1.724)  0.21
H (1.036, -0.853, 2.647)  0.22
H (-0.697, -0.625, 2.868)  0.22
H (0.865, 2.399, 1.669)  0.21
H (-0.055, 2.379, 0.191)  0.25

Summary:
Molecular weight in u: 126.20
SMILES string: CC(C)=C(C)[C@@]1(C)CO1
Lowest unoccupied orbital energy in eV: 1.0
Gap between HOMO and LUMO in eV: 9.4
HOMO in eV: -8.5

Relative energies, kcal/mol: a 15.8; b 0.0.